1.
This record from OMol25 describes a structure of composition C4H6F4MnO3V in a non-equilibrium geometry. The level of theory is the ωB97M-V functional and the def2-TZVPD basis.

The geometry in ORCA input format:
```
! RIJCOSX wB97M-V def2-TZVPD def2/J DEFGRID3
* xyz 0 7
H -3.6854 -1.1331 16.9019
F -11.6328 -3.0997 19.0744
C -5.6392 -1.4687 17.6666
H -4.4301 -1.3465 14.5630
H -6.5404 -0.9152 17.9411
H -4.7750 0.2996 16.7577
F -9.1383 -2.8996 17.5343
H -5.1630 -1.7586 18.6035
O -11.7881 -0.4180 18.1186
O -6.5455 -3.6913 17.4892
Mn -8.5135 -4.8037 17.8796
H -5.9180 -0.5618 15.0169
F -10.4224 -5.4896 17.4834
C -4.7010 -0.7852 16.7123
O -5.7542 -2.5884 15.6759
C -6.0508 -2.7091 16.9671
V -10.6458 -1.4713 17.9661
F -9.7785 -1.2874 19.9037
C -5.1621 -1.2702 15.3613
*
```

Frontier orbital gap (alpha / beta) in eV: 8.5 / 8.0
Lowest unoccupied orbital energy (alpha / beta) in eV: -1.270 / -1.675
Electronic energy in eV: -78266.1756
Maximum force in eV/Å: 8.36
⟨S²⟩: 12.032

2.
This record from OMol25 describes an isolated molecule of C4H6F4O2S in a non-equilibrium geometry. The level of theory is the ωB97M-V functional and the def2-TZVPD basis.

The geometry in ORCA input format:
```
! RIJCOSX wB97M-V def2-TZVPD def2/J DEFGRID3
* xyz 0 1
H 0.8788 -1.9574 -0.2491
F -1.3654 -1.0589 -1.8105
F 0.2081 -1.0557 1.9524
H -0.1666 1.9605 -0.1505
C 0.3689 1.3264 -0.7776
H 1.4638 1.7229 -0.9420
S -1.7944 -0.4937 -0.2939
F 1.0265 0.8718 2.2862
C 0.3066 0.0997 -0.0515
H -0.1521 1.3524 -1.7496
H 2.1189 -0.9658 0.2794
F -1.1314 0.6673 1.8378
O -2.5555 0.6869 -0.5004
O -2.2623 -1.6417 0.4650
C 0.1062 0.2050 1.4844
C 1.2698 -0.9756 -0.4171
H 1.6800 -0.7439 -1.3628
*
```

Frontier orbital gap in eV: 10.6
Lowest unoccupied orbital energy in eV: -0.440
Electronic energy in eV: -30044.0017
Relative energy (zero: lowest compared OMol25 entry of this formula, charge and spin) in kJ/mol: 104.81
Maximum force in eV/Å: 3.65
Structure (SMILES): CC(C)(C(F)(F)F)S(=O)(=O)F